Model A:
DFT (wB97M-V/def2-TZVPD) results for a single C13H24N4O2 molecule.

Properties
- SMILES string = CCCCn1c(N)c(NCCC(C)C)c(=O)[nH]c1=O
- E_LUMO (Eh) = 0.0208
- highest occupied orbital energy (eV) = -8.0

Geometry as ORCA input:
```
! wB97M-V def2-TZVPD RIJCOSX def2/J DEFGRID3
* xyz 0 1
C 3.9898 -2.5052 -3.8160
C 3.3047 -1.1498 -3.6875
C 1.8822 -1.2476 -3.1375
C 1.8482 -1.7547 -1.6942
N 0.5047 -1.7167 -1.1404
C -0.0817 -0.5347 -0.7524
N 0.6038 0.6329 -0.9247
C -1.3590 -0.5084 -0.2546
N -1.9186 0.7293 0.1776
C -1.6217 1.0594 1.5748
C -2.1815 2.4453 1.8855
C -1.8387 2.9917 3.2782
C -2.3909 2.1053 4.3924
C -0.3366 3.2034 3.4600
C -2.1485 -1.7040 -0.1947
O -3.2977 -1.7860 0.1986
N -1.4732 -2.8372 -0.6550
C -0.1886 -2.9184 -1.1081
O 0.3162 -3.9653 -1.4494
H 3.3770 -3.1848 -4.4028
H 4.9514 -2.3949 -4.3117
H 4.1613 -2.9538 -2.8413
H 3.9016 -0.4992 -3.0430
H 3.2582 -0.6816 -4.6728
H 1.2989 -1.9315 -3.7564
H 1.4082 -0.2650 -3.1858
H 2.5260 -1.1766 -1.0587
H 2.1519 -2.8027 -1.6624
H 1.6071 0.6450 -0.8804
H 0.1120 1.4356 -0.5650
H -2.9293 0.6603 0.0760
H -0.5345 1.0511 1.6949
H -2.0447 0.3149 2.2629
H -3.2684 2.4055 1.7832
H -1.8089 3.1408 1.1294
H -2.3254 3.9717 3.3553
H -2.2596 2.5900 5.3573
H -1.8730 1.1500 4.4215
H -3.4519 1.9193 4.2444
H 0.0691 3.8022 2.6473
H -0.1433 3.7227 4.3959
H 0.1899 2.2526 3.4901
H -1.9866 -3.7110 -0.6304
*
```

***

Model B:
DFT (wB97M-V/def2-TZVPD) results for a single C13H24N4O2 molecule.

Properties
- SMILES string = CCCCn1c(N)c(NCCC(C)C)c(=O)[nH]c1=O
- E_LUMO (Eh) = 0.0191
- highest occupied orbital energy (eV) = -6.6

Geometry as ORCA input:
```
! wB97M-V def2-TZVPD RIJCOSX def2/J DEFGRID3
* xyz 0 1
C 3.2597 -0.3952 -3.4662
C 2.8079 -1.7395 -3.2550
C 1.6528 -1.9826 -2.1618
C 0.4479 -1.3466 -2.8334
N -0.4732 -1.6811 -1.6828
C -0.4938 -0.7708 -0.6847
N 0.0244 0.4250 -0.7642
C -1.7042 -0.7687 0.2337
N -1.7843 0.2691 1.2291
C -0.6034 0.1606 2.4294
C -0.6756 1.2759 3.3137
C -0.2679 2.6137 2.5458
C -1.2253 2.9939 1.7171
C 0.1303 3.6510 3.7651
C -2.5779 -1.9302 0.2744
O -3.3581 -2.0710 1.2183
N -2.4541 -3.0107 -0.6564
C -1.4906 -2.8580 -1.7791
O -1.1752 -3.4949 -2.5785
H 4.1512 -0.2958 -4.1521
H 2.4851 -0.0448 -3.8503
H 3.6596 -0.0071 -2.6877
H 2.4425 -2.2900 -4.3058
H 3.6994 -2.6020 -3.0945
H 2.0907 -1.4750 -1.3487
H 1.8190 -3.2740 -1.8970
H -0.1172 -2.2808 -3.4444
H 0.3132 -0.3973 -3.1390
H 0.0062 1.1669 -0.1156
H 1.0432 0.3944 -1.2254
H -2.5544 0.0377 1.7323
H 0.1200 -0.0648 1.9646
H -0.9906 -0.7450 2.9149
H -0.3026 1.1307 4.2430
H -1.7585 1.3827 3.7079
H 0.7291 2.3242 2.1257
H -0.8801 3.9391 1.1969
H -2.0360 3.4213 2.3305
H -1.8998 2.5116 0.8749
H 0.6808 4.6295 3.2042
H -0.8387 3.8098 4.3703
H 1.0666 3.1198 4.3405
H -2.9678 -3.7308 -0.6095
*
```

***

Relative stability in hartree, measured from the most stable structure: model A 0.0000; model B 0.5050

***

Model A:
DFT (wB97M-V/def2-TZVPD) results for a molecular structure, C27H48AsCl3GeORbSeSi2.

Properties
- E_LUMO (Eh) = 0.0759
- highest occupied orbital energy (eV) = -3.8

Geometry as ORCA input:
```
! wB97M-V def2-TZVPD RIJCOSX def2/J DEFGRID3
* xyz -1 1
Rb -1.9027 -0.6226 0.1772
C 3.4911 -2.1478 1.1744
C 3.0797 -3.6136 1.0144
C 3.2946 -4.0439 -0.4330
C 1.6484 -3.7969 1.4779
C 1.3553 -3.6671 2.8339
C 0.0708 -3.8366 3.3126
C -0.9700 -4.1762 2.4523
C -2.3471 -4.4475 2.9855
C -0.6887 -4.2856 1.0981
C 0.5977 -4.0894 0.6161
H 4.5028 -1.9953 0.8065
H 3.4569 -1.8365 2.2162
H 2.8124 -1.5252 0.5957
H 3.7258 -4.2212 1.6631
H 2.7857 -3.3523 -1.1018
H 2.9138 -5.0461 -0.6125
H 4.3548 -4.0303 -0.6756
H 2.1491 -3.4333 3.5293
H -0.1355 -3.7123 4.3671
H -2.3326 -5.2766 3.6945
H -3.0339 -4.6951 2.1786
H -2.7327 -3.5746 3.5108
H -1.4779 -4.5603 0.4081
H 0.7638 -4.1973 -0.4445
Cl -7.6849 -0.8927 -3.8410
C -6.0304 -0.7724 -3.3237
C -5.4776 -1.7904 -2.5654
C -4.1671 -1.6773 -2.1599
Cl -3.5094 -2.8955 -1.1343
C -3.2994 -0.5979 -2.5077
O -2.0893 -0.5386 -2.1893
C -3.9754 0.4214 -3.2495
Cl -3.0466 1.8281 -3.6094
C -5.2876 0.3520 -3.6500
H -6.0588 -2.6562 -2.2845
H -5.7355 1.1636 -4.2010
C 1.3370 3.9215 1.5690
Si -0.5883 3.8948 1.6909
C -1.2501 4.4064 -0.0411
C -1.0006 5.4485 2.7620
As -1.5882 1.9607 2.3908
Si -0.1294 1.2402 3.9834
C 1.4734 0.3465 3.3771
C 0.4724 2.5554 5.2536
C -0.9680 -0.1773 4.9812
H 1.7596 4.9056 1.3851
H 1.6871 3.2636 0.7803
H 1.7535 3.5559 2.5033
H -0.7722 5.2946 -0.4474
H -2.3140 4.6170 0.0377
H -1.1344 3.6049 -0.7681
H -0.5946 6.3748 2.3623
H -0.6107 5.3234 3.7698
H -2.0766 5.5706 2.8425
H 2.0792 1.0179 2.7746
H 1.2107 -0.5118 2.7551
H 2.0946 -0.0165 4.1928
H 1.0711 3.3072 4.7462
H 1.0745 2.1501 6.0633
H -0.3762 3.0694 5.6949
H -1.4788 -0.8357 4.2788
H -1.7149 0.2041 5.6696
H -0.2627 -0.7828 5.5439
C 2.9238 1.6877 -5.9949
Ge 1.5077 1.1811 -4.6762
C 0.0956 0.1205 -5.5603
C 0.7455 2.8583 -3.9469
C 2.5148 0.0651 -3.3408
Se 1.5402 -0.6908 -1.8152
C 1.3808 0.9657 -0.8268
H 2.4824 2.2837 -6.7870
H 3.3877 0.8145 -6.4433
H 3.7028 2.2784 -5.5224
H -0.3873 0.7133 -6.3323
H -0.6538 -0.1654 -4.8296
H 0.4994 -0.7801 -6.0134
H 0.5135 3.5287 -4.7710
H 1.4348 3.3668 -3.2785
H -0.1790 2.6543 -3.4163
H 3.3453 0.6414 -2.9209
H 2.9392 -0.7956 -3.8635
H 0.9610 1.7155 -1.4927
H 2.3659 1.2704 -0.4665
H 0.7087 0.8187 0.0201
*
```

***

Model B:
DFT (wB97M-V/def2-TZVPD) results for a molecular structure, C27H48AsCl3GeORbSeSi2.

Properties
- E_LUMO (Eh) = 0.0739
- highest occupied orbital energy (eV) = -3.6

Geometry as ORCA input:
```
! wB97M-V def2-TZVPD RIJCOSX def2/J DEFGRID3
* xyz -1 1
Rb 0.5963 0.6703 0.0552
C -2.7093 -0.1329 -3.2799
C -1.9602 0.7456 -4.2969
C -1.0469 -0.1179 -5.1634
C -1.2414 1.8989 -3.6053
C -1.9908 2.8053 -2.8498
C -1.4059 3.9046 -2.2373
C -0.0394 4.1495 -2.3526
C 0.5887 5.3757 -1.7331
C 0.7143 3.2474 -3.0954
C 0.1296 2.1384 -3.7093
H -3.2829 -0.9095 -3.7987
H -3.4036 0.4467 -2.6636
H -1.9972 -0.6305 -2.6197
H -2.7078 1.2055 -4.9514
H -0.3247 -0.6577 -4.5473
H -0.5085 0.4748 -5.9100
H -1.6435 -0.8644 -5.6950
H -3.0616 2.6526 -2.7440
H -2.0271 4.5925 -1.6681
H 0.5653 6.2184 -2.4303
H 1.6315 5.1990 -1.4653
H 0.0570 5.6800 -0.8292
H 1.7829 3.4167 -3.2039
H 0.7619 1.4649 -4.2776
Cl 6.7455 0.6993 2.3743
C 5.0262 1.0329 2.3534
C 4.4768 1.7512 1.3147
C 3.1108 2.0027 1.3135
Cl 2.4263 2.9317 -0.0141
C 2.2030 1.5589 2.3249
O 0.9456 1.7694 2.2838
C 2.8657 0.8298 3.3632
Cl 1.8779 0.2352 4.6730
C 4.2193 0.5693 3.3825
H 5.0983 2.1214 0.5107
H 4.6467 0.0018 4.1996
C 0.0470 -3.7409 1.1764
Si -0.6564 -3.4847 -0.5500
C -2.4181 -2.8584 -0.3219
C -0.8419 -5.2281 -1.2403
As 0.4253 -2.0098 -1.9226
Si 2.5744 -2.7074 -1.5449
C 3.3017 -2.2094 0.1237
C 2.8802 -4.5603 -1.6850
C 3.6774 -1.8781 -2.8253
H -0.6361 -4.3534 1.7795
H 0.2189 -2.7944 1.7031
H 1.0126 -4.2637 1.1188
H -3.0053 -3.5380 0.3107
H -2.9100 -2.7847 -1.3022
H -2.4347 -1.8584 0.1298
H -1.4231 -5.8642 -0.5564
H 0.1401 -5.6952 -1.3968
H -1.3510 -5.2000 -2.2131
H 2.6238 -2.4739 0.9465
H 3.4738 -1.1255 0.1736
H 4.2659 -2.7085 0.3029
H 2.4418 -5.0890 -0.8246
H 3.9548 -4.7897 -1.7141
H 2.4068 -4.9565 -2.5923
H 3.4954 -0.7953 -2.8309
H 3.4626 -2.2560 -3.8328
H 4.7412 -2.0461 -2.6043
C -3.7519 0.2003 5.4456
Ge -2.4855 0.5549 3.9966
C -1.5293 -1.0645 3.5288
C -1.2822 1.9657 4.5615
C -3.6538 1.0475 2.5091
Se -2.8726 1.5505 0.8033
C -1.9491 3.1727 1.3660
H -3.2208 -0.0621 6.3676
H -4.4224 -0.6264 5.1854
H -4.3587 1.0916 5.6399
H -0.8709 -1.3638 4.3465
H -0.9072 -0.8823 2.6497
H -2.2255 -1.8800 3.3113
H -0.8650 1.6988 5.5386
H -1.8092 2.9218 4.6530
H -0.4557 2.0611 3.8491
H -4.3496 1.8281 2.8175
H -4.2476 0.1610 2.2765
H -1.1185 2.9311 2.0226
H -2.6498 3.8460 1.8521
H -1.5611 3.6401 0.4642
*
```

***

Relative stability in hartree, measured from the most stable structure: model A 0.0239; model B 0.0000

***

Model A:
DFT (wB97M-V/def2-TZVPD) results for 4 unconnected molecules or ions with the total composition C3H15N2O3.

Properties
- E_LUMO (spin up / spin down) (Eh) = -0.3414 / -0.4875
- <S²> = 0.7805
- highest occupied orbital energy (spin up / spin down) (eV) = -18.9 / -18.9

Geometry as ORCA input:
```
! wB97M-V def2-TZVPD RIJCOSX def2/J DEFGRID3
* xyz 2 2
C -1.8346 -1.8375 0.2934
C -0.3581 -1.6994 -0.0554
N 0.3430 -0.4715 0.3990
C 1.5895 -0.5272 1.0427
N 2.2392 0.6665 1.3514
H -2.3442 -2.3844 -0.4619
H -2.1776 -2.0838 1.2924
H -2.3848 -0.8781 0.3338
H 0.2224 -2.6310 0.2122
H -0.3568 -1.4569 -1.2497
H -0.1981 0.4056 0.4766
H 1.9679 -1.4281 1.3776
H 2.0197 1.5899 0.9180
H 2.9579 0.7183 1.9974
H -2.7792 0.8767 -1.3305
H -3.0048 1.9587 -0.2152
O -2.4891 1.3836 -0.5438
H 0.5741 -1.5286 -3.1123
H 1.3073 -0.1241 -3.0633
O 1.0324 -0.8975 -2.4703
H 0.1883 3.4726 0.5185
H -0.6497 2.4151 0.4478
O 0.2319 2.5261 0.7543
*
```

***

Model B:
DFT (wB97M-V/def2-TZVPD) results for 5 unconnected molecules or ions with the total composition C3H15N2O3.

Properties
- E_LUMO (spin up / spin down) (Eh) = -0.4454 / -0.5118
- <S²> = 0.8350
- highest occupied orbital energy (spin up / spin down) (eV) = -17.3 / -17.3

Geometry as ORCA input:
```
! wB97M-V def2-TZVPD RIJCOSX def2/J DEFGRID3
* xyz 2 2
C 1.4031 1.3023 -2.6360
C 1.1941 0.4010 -1.3368
C 0.2931 0.6818 -0.2827
N 0.5065 -0.0187 0.9921
N 1.9337 -0.8326 -1.2412
H 1.7375 2.3339 -2.3687
H 0.5001 1.4649 -3.2446
H 2.2811 0.9410 -3.2415
H -0.0396 1.7113 -0.3983
H -0.4362 -0.3820 1.4136
H 0.7562 0.6524 1.7264
H -0.6260 -0.7418 -1.3618
H 1.9217 -1.2256 -0.2765
H 2.8825 -0.8253 -1.6258
H -3.4409 -2.7069 -1.1933
H -1.9872 -2.7567 -1.4505
O -2.6329 -2.5479 -0.7696
H 0.0385 2.0549 4.6978
H 1.4764 1.9478 4.5424
O 0.6928 1.6464 4.1771
H -3.3032 -1.1999 1.7946
H -2.5695 -1.2274 0.6564
O -2.5817 -0.6731 1.4269
*
```

***

Relative stability in hartree, measured from the most stable structure: model A 0.0000; model B 0.1311